(1)
ORCA calculation (ωB97M-V with the def2-TZVPD basis set) on 2 unconnected molecules or ions with the total composition C39H46F2N2P at a distorted geometry.

## Properties
LUMO, Eh: -0.168
Total charge: +1

Element x y z (Å)
C1 -0.5892 3.4629 2.5574
C2 0.5191 2.4448 2.2874
C3 1.2909 2.1732 3.5860
C4 1.4850 2.9448 1.2021
C5 2.2989 4.0507 1.4745
C6 3.1907 4.5280 0.5108
C7 3.2422 3.9428 -0.7557
C8 2.3977 2.8759 -1.0670
C9 2.4042 2.3606 -2.5082
C10 3.8134 1.8947 -2.8946
C11 1.8540 3.4287 -3.4565
C12 1.5278 2.3857 -0.0871
N1 0.5601 1.3537 -0.4711
P1 1.1076 -0.1915 -1.0208
H1 -0.5743 -0.6224 1.7397
N2 -0.5008 -0.4565 -1.5637
C13 -0.7832 -1.5699 -2.4817
C14 -1.7493 -2.5362 -2.1609
C15 -2.5741 -2.4509 -0.8724
C16 -2.5265 -3.7706 -0.1091
C17 -4.0327 -2.1309 -1.1894
C18 -2.0193 -3.5550 -3.0876
C19 -1.3685 -3.5914 -4.3247
C20 -0.4390 -2.5994 -4.6325
C21 -0.1409 -1.5841 -3.7224
C22 0.7834 -0.4573 -4.1763
C23 0.0771 0.4248 -5.2055
C24 2.1126 -1.0198 -4.6886
C25 -1.1891 0.7484 -1.7860
C26 -0.5805 1.7812 -1.1718
H2 -1.1047 3.7220 1.6284
H3 -1.3347 3.0442 3.2432
H4 -0.1623 4.3746 2.9932
H5 0.0688 1.4995 1.9527
H6 1.9051 1.2697 3.4974
H7 1.9877 3.0047 3.7677
H8 0.6215 2.0312 4.4532
H9 2.2163 4.5446 2.4448
H10 3.8251 5.3815 0.7309
H11 3.9349 4.3028 -1.5208
H12 1.7420 1.4813 -2.5648
H13 4.1465 1.1274 -2.1826
H14 3.8422 1.4677 -3.9090
H15 4.5239 2.7354 -2.8367
H16 0.8251 3.7000 -3.1751
H17 2.4778 4.3369 -3.3960
H18 1.8365 3.0804 -4.5002
H19 -2.1471 -1.6418 -0.2708
H20 -1.4918 -4.0530 0.1121
H21 -3.0783 -3.6963 0.8392
H22 -2.9588 -4.5665 -0.7332
H23 -4.1095 -1.1833 -1.7307
H24 -4.4591 -2.9192 -1.8267
H25 -4.6206 -2.0457 -0.2662
H26 -2.7776 -4.3067 -2.8526
H27 -1.5827 -4.3758 -5.0560
H28 0.0553 -2.5943 -5.6006
H29 1.0092 0.1624 -3.2884
H30 -0.8534 0.8406 -4.7930
H31 0.7069 1.2702 -5.5149
H32 -0.1841 -0.1675 -6.0978
H33 2.5707 -1.6409 -3.9095
H34 1.9550 -1.6544 -5.5765
H35 2.8220 -0.2196 -4.9445
H36 -2.0261 0.7915 -2.4709
H37 -0.8384 2.8315 -1.2340
F1 2.2623 -5.2164 4.9513
C27 1.5189 -4.2973 4.2509
C28 0.3850 -4.7476 3.5868
C29 -0.4082 -3.7868 2.9459
C30 -0.0499 -2.4231 2.9247
C31 -1.0020 -1.3297 2.4058
C32 -1.5720 -0.3922 3.4426
C33 -2.6063 0.4662 3.0083
C34 -3.3250 1.2208 3.9348
C35 -2.9417 1.1383 5.2781
F2 -3.6801 1.8622 6.1861
C36 -1.8464 0.4008 5.7248
C37 -1.1484 -0.3482 4.7700
C38 1.1474 -2.0445 3.5465
C39 1.9263 -2.9609 4.2520
H38 0.1612 -5.8124 3.5832
H39 -1.2882 -4.1071 2.3902
H40 -1.7766 -1.8105 1.7810
H41 -2.8566 0.4490 1.9405
H42 -4.1798 1.8238 3.6019
H43 -1.5855 0.3845 6.7804
H44 -0.3301 -1.0076 5.0731
H45 1.4345 -0.9906 3.4872
H46 2.8204 -2.6711 4.8182


(2)
ORCA calculation (ωB97M-V with the def2-TZVPD basis set) on a molecular structure, C39H46F3IrN6OSTe.

## Properties
LUMO (spin up / spin down), Eh: -0.085 / -0.156
Spin multiplicity: 6
Total charge: +1

Element x y z (Å)
Ir1 0.3629 -0.3943 -0.7157
C1 -3.5317 3.5790 1.5201
C2 -2.3377 4.3753 1.0051
N1 -1.0445 3.6609 1.0836
C3 -0.1203 4.1044 2.1388
C4 -0.6433 3.8361 3.5435
C5 -0.7576 2.7142 0.1879
S1 0.8022 1.9178 0.2448
N2 -1.6814 2.4955 -0.7600
C6 -2.0332 1.3501 -1.2843
O1 -1.7695 0.1782 -0.8225
C7 -2.8803 1.3921 -2.5169
C8 -2.8047 2.4575 -3.4106
C9 -3.5546 2.4372 -4.5785
C10 -4.4013 1.3654 -4.8459
C11 -4.4917 0.3108 -3.9453
C12 -3.7245 0.3217 -2.7884
H1 -4.4175 4.2184 1.5449
H2 -3.3496 3.2060 2.5303
H3 -3.7419 2.7310 0.8690
H4 -2.2178 5.2823 1.5937
H5 -2.4972 4.6606 -0.0315
H6 0.0378 5.1758 2.0034
H7 0.8331 3.6151 1.9902
H8 -1.5760 4.3706 3.7372
H9 0.0949 4.1658 4.2770
H10 -0.8225 2.7714 3.6912
H11 -2.1450 3.2876 -3.1888
H12 -3.4883 3.2625 -5.2776
H13 -4.9953 1.3575 -5.7524
H14 -5.1594 -0.5193 -4.1452
H15 -3.7805 -0.5005 -2.0807
C13 1.3104 -3.5478 1.8487
C14 2.1621 -2.4167 1.2472
C15 2.9811 -2.9812 0.0763
C16 3.1545 -1.9090 2.3071
N3 1.2743 -1.3380 0.8327
H16 1.9531 -4.4028 2.0785
H17 0.5444 -3.8688 1.1354
H18 0.8178 -3.2272 2.7682
H19 3.7321 -3.6704 0.4685
H20 3.4950 -2.1761 -0.4574
H21 2.3496 -3.5235 -0.6265
H22 3.7770 -2.7403 2.6476
H23 2.6342 -1.4928 3.1700
H24 3.8045 -1.1354 1.8901
Te1 -0.1511 -0.1322 2.9162
C17 -0.5692 -1.3755 4.5757
C18 -1.8853 -1.7992 4.7379
C19 -2.2174 -2.6494 5.7865
C20 -1.2378 -3.0757 6.6698
C21 0.0796 -2.6609 6.5009
C22 0.4189 -1.8189 5.4497
C23 1.2977 1.0445 3.9101
C24 1.0529 1.4489 5.2185
C25 1.9570 2.2872 5.8597
C26 3.0947 2.7311 5.1960
C27 3.3324 2.3298 3.8879
C28 2.4358 1.4862 3.2420
H25 -2.6574 -1.4579 4.0578
H26 -3.2438 -2.9742 5.9133
H27 -1.4975 -3.7338 7.4901
H28 0.8468 -2.9948 7.1890
H29 1.4495 -1.5111 5.3209
H30 0.1632 1.1191 5.7436
H31 1.7663 2.5949 6.8818
H32 3.7933 3.3924 5.6982
H33 4.2181 2.6713 3.3636
H34 2.6308 1.1720 2.2253
F1 0.8536 2.1762 -7.4605
C29 0.5814 0.9058 -7.1410
F2 1.6071 0.1449 -7.5656
F3 -0.5215 0.5244 -7.7946
C30 0.4211 0.7528 -5.6502
C31 1.2610 1.4470 -4.8012
C32 1.1307 1.2401 -3.4403
N4 0.2416 0.3930 -2.9257
C33 -0.5831 -0.2556 -3.7534
C34 -0.5295 -0.1032 -5.1278
H35 1.9996 2.1411 -5.1848
H36 1.7456 1.7778 -2.7249
H37 -1.3129 -0.9090 -3.2913
H38 -1.2181 -0.6379 -5.7695
C35 2.8716 -3.5558 -5.1697
C36 1.9209 -3.3097 -4.0425
C37 0.8121 -3.9925 -3.6080
C38 0.3172 -3.2707 -2.5002
N5 1.0873 -2.2137 -2.2637
N6 2.0466 -2.2544 -3.2094
C39 -0.8846 -3.5720 -1.6570
H39 2.6702 -4.5223 -5.6263
H40 3.9054 -3.5533 -4.8206
H41 2.7717 -2.7888 -5.9413
H42 0.4018 -4.8964 -4.0379
H43 2.7683 -1.5564 -3.2137
H44 -0.8206 -4.5766 -1.2371
H45 -1.8045 -3.5207 -2.2450
H46 -0.9716 -2.8651 -0.8344


(3)
ORCA calculation (ωB97M-V with the def2-TZVPD basis set) on a molecular structure, C39H46F6N5OP2S2Si2Tl at a distorted geometry.

## Properties
LUMO (spin up / spin down), Eh: 0.069 / 0.067
Spin multiplicity: 2
Total charge: -1

Element x y z (Å)
Tl1 -0.8662 1.1734 0.7669
C1 2.0349 1.8956 3.9396
C2 1.9863 0.4628 4.4118
N1 1.1499 -0.4667 3.9808
C3 1.4230 -1.7416 4.4919
C4 2.4448 -1.7180 5.4261
S1 3.0748 -0.1567 5.6359
C5 0.6746 -2.8977 4.0362
C6 0.7197 -4.1427 4.5328
S2 -0.3933 -5.2359 3.8086
C7 -0.7924 -3.9096 2.7173
N2 -0.2185 -2.7416 2.9713
C8 -1.6525 -4.0844 1.5086
H1 1.5724 2.4857 4.7079
H2 1.4822 2.0064 2.9864
H3 3.0700 2.2361 3.8377
H4 2.9344 -2.6243 5.8332
H5 1.3509 -4.3332 5.4122
H6 -1.3600 -4.9164 0.7845
H7 -1.8333 -3.1428 0.9382
H8 -2.6342 -4.3916 1.9080
O1 3.4339 0.7148 -0.2886
N3 2.5775 1.6724 -0.8979
C9 2.7259 1.8090 -2.1748
C10 3.7041 1.1668 -3.1197
C11 4.4709 1.9647 -3.9761
C12 5.5409 1.4133 -4.6689
C13 5.7472 0.0479 -4.6364
C14 4.9677 -0.7486 -3.8143
C15 3.9452 -0.2346 -3.0797
P1 2.8195 -1.2833 -2.1506
C16 2.0328 -2.2728 -3.3926
C17 0.9146 -1.7418 -4.0223
C18 0.1705 -2.5089 -4.9407
C19 0.6245 -3.7678 -5.2863
C20 1.9157 -4.2192 -4.8403
C21 2.5740 -3.4837 -3.8471
C22 3.8566 -2.5101 -1.2590
C23 5.2370 -2.4693 -0.9453
C24 5.7823 -3.4820 -0.1656
C25 4.9841 -4.5253 0.3724
C26 3.6458 -4.6083 0.0378
C27 3.1226 -3.5943 -0.7457
H9 3.0918 0.5775 0.6349
H10 2.2037 2.6749 -2.6054
H11 4.2975 3.0203 -3.9452
H12 6.1988 2.0257 -5.3171
H13 6.6446 -0.2989 -5.1238
H14 5.2239 -1.8066 -3.8050
H15 0.6067 -0.7585 -3.6751
H16 -0.7036 -2.0826 -5.3202
H17 -0.0118 -4.3952 -5.9247
H18 2.2938 -5.2030 -5.0799
H19 3.5525 -3.7648 -3.4632
H20 5.9077 -1.6132 -1.2794
H21 6.8798 -3.5250 0.0673
H22 5.4321 -5.2565 1.0030
H23 3.0217 -5.4372 0.3105
H24 2.0477 -3.6551 -0.9287
C28 -4.4029 -1.3359 3.4489
Si1 -3.6700 0.3174 2.9691
C29 -2.1478 0.5076 3.9719
C30 -4.9511 1.7092 3.2125
N4 -3.2073 0.3593 1.2478
C31 -4.1014 0.6229 0.3078
C32 -5.4997 0.2018 0.3247
C33 -6.4183 0.4760 -0.6753
C34 -6.0162 1.2192 -1.7799
C35 -4.6676 1.5837 -1.9663
C36 -3.6717 1.3676 -0.9659
N5 -2.4457 1.7776 -1.1104
Si2 -2.0447 3.3970 -1.8013
C37 -0.3577 3.9943 -1.3043
C38 -2.0456 3.1210 -3.6126
C39 -3.4908 4.4446 -1.2263
H25 -3.5576 -1.9807 3.7530
H26 -4.8587 -1.9082 2.6633
H27 -5.0947 -1.2748 4.2955
H28 -2.3922 0.6048 5.0441
H29 -1.6679 1.4705 3.7053
H30 -1.3867 -0.3053 3.8149
H31 -5.3465 1.8408 4.2059
H32 -5.6940 1.5121 2.4628
H33 -4.3911 2.5774 2.8983
H34 -5.7324 -0.3946 1.2000
H35 -7.4211 0.1152 -0.6399
H36 -6.7257 1.2499 -2.5813
H37 -4.4033 2.1809 -2.8209
H38 0.4404 3.3595 -1.6942
H39 -0.2473 4.0125 -0.2018
H40 -0.2423 5.0388 -1.6506
H41 -2.9293 3.4829 -4.1276
H42 -1.9536 2.0445 -3.8741
H43 -1.2124 3.6087 -4.0901
H44 -3.3292 5.5641 -1.2506
H45 -3.7495 4.1642 -0.1859
H46 -4.3521 4.3514 -1.8730
F1 -0.2313 3.8434 3.0203
P2 -1.4608 4.7978 2.5486
F2 -1.8917 3.5358 1.4894
F3 -1.0050 6.0115 3.5322
F4 -2.7352 5.6759 1.9909
F5 -0.5064 5.3456 1.3181
F6 -2.4322 4.1149 3.6647


M values, unit u, following the record order: 611.781; 1023.716; 1101.456.
Electronic energy values, unit hartree, following the record order: -2164.099819; -2987.327009; -4692.800870.
Energy relative to the best compared isomer or geometry (same formula, charge and spin) values, unit kJ/mol, following the record order: 0.00; 112.00; 105.23.